(1)
Formula: C27H44ClFNO8PS
Source: the Open Molecules 2025 dataset
Level of theory: the ωB97M-V functional and the def2-TZVPD basis

Computed properties:
Total energy in eV: -81945.286
Total charge: 0
SMILES: C[C@@H](Cl)Cc1cccc2c1Sc1cc(P(O)O)cc(F)c1N2.COCCOC.COCCOC.COCCOC
LUMO level in eV: 0.4939
Maximum force in eV Å⁻¹: 0.6
Highest occupied orbital energy in eV: -7.86

Each line ends with the Löwdin charge.
Atoms and positions in Å:
C (4.047, 1.079, 1.120)  -0.149
C (4.027, -0.217, 0.321)  -0.697
Cl (3.539, -1.567, 1.392)  0.633
C (3.189, -0.173, -0.986)  -0.186
C (1.825, -0.809, -0.953)  -0.290
C (1.680, -2.126, -1.373)  -0.067
C (0.445, -2.743, -1.344)  -0.088
C (-0.673, -2.055, -0.903)  -0.022
C (-0.553, -0.743, -0.476)  -0.243
C (0.696, -0.125, -0.497)  -0.375
S (0.868, 1.524, 0.126)  1.087
C (-0.721, 2.159, -0.284)  -0.446
C (-0.866, 3.510, -0.571)  -0.106
C (-2.116, 4.044, -0.846)  -0.343
P (-2.361, 5.809, -1.254)  0.830
O (-3.392, 6.109, 0.001)  -0.285
O (-0.960, 6.443, -0.700)  -0.300
C (-3.219, 3.189, -0.885)  -0.026
C (-3.045, 1.863, -0.611)  -0.217
F (-4.103, 1.017, -0.657)  0.070
C (-1.811, 1.306, -0.296)  -0.214
N (-1.711, -0.064, -0.013)  0.128
H (3.152, 1.208, 1.723)  0.022
H (4.137, 1.922, 0.432)  0.082
H (4.916, 1.099, 1.776)  0.080
H (5.052, -0.446, 0.036)  0.090
H (3.764, -0.662, -1.771)  0.115
H (3.093, 0.877, -1.271)  0.095
H (2.546, -2.680, -1.712)  0.118
H (0.324, -3.768, -1.671)  0.108
H (-1.640, -2.545, -0.884)  0.123
H (0.025, 4.123, -0.592)  0.101
H (-3.933, 6.880, -0.207)  0.044
H (-0.786, 6.172, 0.211)  0.054
H (-4.207, 3.564, -1.122)  0.122
H (-2.531, -0.543, -0.365)  0.131
C (-0.583, -5.036, 1.278)  -0.103
O (-1.629, -5.427, 0.404)  -0.198
C (-1.259, -6.450, -0.504)  -0.213
C (-1.719, -7.818, -0.050)  -0.208
O (-1.093, -8.225, 1.153)  -0.189
C (-1.886, -8.020, 2.308)  -0.110
H (-1.030, -4.452, 2.082)  0.094
H (-0.066, -5.896, 1.708)  0.087
H (0.141, -4.408, 0.752)  0.069
H (-0.174, -6.454, -0.654)  0.126
H (-1.734, -6.224, -1.465)  0.125
H (-1.454, -8.549, -0.820)  0.126
H (-2.808, -7.826, 0.062)  0.127
H (-2.678, -8.773, 2.375)  0.088
H (-2.337, -7.025, 2.317)  0.083
H (-1.232, -8.122, 3.173)  0.089
C (-1.310, -0.820, -6.344)  -0.112
O (-1.307, -1.032, -4.945)  -0.183
C (-0.335, -0.266, -4.253)  -0.187
C (-0.924, 0.980, -3.631)  -0.195
O (-1.411, 1.901, -4.591)  -0.176
C (-2.812, 1.843, -4.773)  -0.102
H (-2.232, -1.247, -6.737)  0.089
H (-1.277, 0.243, -6.591)  0.084
H (-0.459, -1.324, -6.816)  0.088
H (0.488, 0.006, -4.923)  0.131
H (0.070, -0.895, -3.454)  0.106
H (-0.139, 1.486, -3.059)  0.126
H (-1.722, 0.704, -2.934)  0.117
H (-3.333, 2.317, -3.933)  0.080
H (-3.164, 0.813, -4.875)  0.087
H (-3.046, 2.391, -5.684)  0.090
C (1.665, 2.029, 4.037)  -0.111
O (2.408, 3.135, 3.553)  -0.204
C (1.769, 4.383, 3.748)  -0.207
C (2.299, 5.119, 4.960)  -0.208
O (2.028, 4.432, 6.168)  -0.188
C (3.120, 3.672, 6.652)  -0.110
H (2.338, 1.173, 4.066)  0.089
H (1.273, 2.207, 5.040)  0.086
H (0.836, 1.798, 3.359)  0.075
H (0.686, 4.248, 3.839)  0.128
H (1.961, 4.993, 2.859)  0.124
H (1.808, 6.094, 5.020)  0.125
H (3.376, 5.289, 4.849)  0.127
H (3.878, 4.322, 7.102)  0.088
H (3.582, 3.079, 5.859)  0.083
H (2.734, 3.001, 7.418)  0.090

(2)
Formula: C27H44F6OP2Re
Source: the Open Molecules 2025 dataset
Level of theory: the ωB97M-V functional and the def2-TZVPD basis

Computed properties:
Multiplicity: 4
Total energy in eV: -67747.056
<S²>: 4.148
Total charge: +2
LUMO level (spin up / spin down) in eV: -8.5254 / -8.6470
Maximum force in eV Å⁻¹: 6.8
ΔE to the lowest compared entry with this formula, charge and spin in kcal per mole: 68.5
Highest occupied orbital energy (spin up / spin down) in eV: -13.62 / -13.91

Each line ends with the Mulliken spin population.
Atoms and positions in Å:
Re (0.444, -0.249, -0.537)  1.643
C (-1.078, -2.229, 1.440)  0.135
C (0.135, -2.527, 0.743)  0.074
C (0.487, -0.653, 2.137)  -0.127
C (-0.875, -1.016, 2.190)  0.135
C (1.159, -1.652, 1.294)  0.115
C (-2.273, -3.136, 1.612)  -0.001
H (-2.155, -4.072, 1.039)  0.001
H (-3.228, -2.687, 1.261)  0.001
H (-2.409, -3.376, 2.693)  -0.002
C (-1.850, -0.568, 3.194)  0.004
H (-2.784, -0.266, 2.719)  0.012
H (-1.459, 0.286, 3.747)  0.003
H (-2.103, -1.327, 3.953)  0.007
C (1.249, 0.176, 3.085)  0.012
H (1.633, -0.446, 3.901)  -0.012
H (0.595, 0.918, 3.524)  -0.009
H (2.110, 0.604, 2.561)  -0.021
C (2.536, -2.165, 1.626)  -0.076
H (2.457, -2.748, 2.588)  0.018
H (3.210, -1.283, 1.811)  0.012
H (2.941, -2.827, 0.815)  0.000
C (0.410, -3.807, 0.032)  0.003
H (1.200, -4.367, 0.564)  -0.007
H (0.761, -3.615, -0.992)  -0.007
H (-0.481, -4.454, -0.026)  -0.002
C (-0.739, 0.926, -1.487)  0.145
C (-1.836, -0.040, -2.009)  -0.132
C (-1.508, -0.407, -3.494)  0.020
C (-0.149, -1.043, -3.686)  0.060
C (0.726, -0.988, -2.313)  -0.095
C (1.730, 0.053, -2.544)  0.140
C (1.407, 1.469, -2.917)  -0.032
C (-0.010, 1.915, -2.357)  0.062
H (-1.630, 0.509, -4.127)  0.004
H (0.339, -0.590, -4.595)  0.001
H (-2.229, -1.174, -3.786)  0.002
H (-0.790, 2.142, -3.141)  -0.013
H (-1.291, 1.482, -0.748)  -0.003
H (-2.795, 0.538, -2.074)  -0.013
H (0.182, 2.869, -1.799)  0.018
H (2.252, 2.215, -2.639)  0.004
H (2.734, -0.243, -2.937)  -0.002
H (1.206, 1.500, -4.046)  0.002
H (-0.196, -2.083, -4.079)  0.001
H (1.178, -1.984, -2.113)  -0.052
P (-2.321, -1.398, -0.836)  0.212
C (-3.872, -0.700, -0.141)  -0.002
C (-2.358, -2.933, -1.875)  0.024
P (3.952, 0.770, 0.663)  0.080
C (2.101, 0.767, 0.040)  0.424
C (4.663, -0.378, -0.631)  0.030
C (4.345, 2.270, -0.360)  0.024
H (-3.669, -0.129, 0.778)  0.004
H (-4.615, -1.486, 0.049)  -0.002
H (-4.306, -0.010, -0.877)  0.004
H (-1.372, -3.088, -2.348)  -0.002
H (-3.117, -2.759, -2.657)  0.008
H (-2.667, -3.808, -1.271)  0.000
H (4.339, 2.019, -1.431)  0.000
H (5.319, 2.652, -0.065)  -0.004
H (3.595, 3.032, -0.142)  -0.003
H (2.057, 1.825, -0.317)  0.099
H (2.479, -0.072, -0.684)  -0.116
H (5.723, -0.430, -0.383)  -0.004
H (4.617, 0.003, -1.652)  0.004
H (4.257, -1.387, -0.608)  -0.002
C (-2.578, 2.791, 2.230)  0.003
C (-1.197, 2.751, 1.592)  0.024
O (-0.727, 1.591, 1.162)  0.176
C (-1.246, 3.830, 0.465)  -0.007
F (-1.737, 5.024, 0.853)  -0.001
F (-0.061, 4.071, -0.143)  -0.001
F (-2.144, 3.361, -0.465)  0.001
C (-0.212, 3.312, 2.668)  0.000
F (1.100, 3.143, 2.365)  0.003
F (-0.374, 4.632, 2.927)  0.000
F (-0.473, 2.683, 3.877)  0.000
H (-3.358, 2.554, 1.498)  0.000
H (-2.742, 3.812, 2.569)  0.001
H (-2.615, 2.099, 3.071)  -0.001